[1]
Here is a gas-phase ion, C2H6O2P (charge -1) in a non-equilibrium geometry from the OMol25 dataset. Energies are from ωB97M-V/def2-TZVPD.

Cartesian coordinates (Å):
C -0.722 -1.781 0.016
P -0.904 0.143 0.091
C 0.619 1.228 0.324
O -1.971 0.823 0.902
O -1.194 0.251 -1.530
H -0.960 -2.380 0.797
H 0.352 -1.926 0.002
H 0.396 2.255 0.396
H 0.975 0.908 1.312
H 1.525 0.996 -0.255
H -1.189 -0.738 -1.601

Summary:
Charge: -1
E_HOMO, hartree: -0.10427
Lowest unoccupied orbital energy, Ha: 0.1583
SMILES: C=[P@](C)([O-])O

Atomic partial charges in e from the natural (NBO) method, atoms 1 to 4: number 1, C, carries -1.277; number 2, P, carries 2.003; number 3, C, carries -0.997; number 4, O, carries -1.161

***

[2]
Here is C2H6O2S in the gas phase in a non-equilibrium geometry from the OMol25 dataset. Energies are from ωB97M-V/def2-TZVPD.

Cartesian coordinates (Å):
O 0.742 0.663 -1.289
C 0.615 0.232 0.046
O 0.855 1.250 0.935
C -0.693 -0.467 0.296
S -2.245 0.494 0.042
H 1.608 0.597 -1.603
H 1.364 -0.476 0.118
H 1.117 0.912 1.795
H -0.594 -0.928 1.250
H -0.793 -1.268 -0.519
H -1.637 1.455 -0.812

Summary:
E_HOMO, hartree: -0.32577
Lowest unoccupied orbital energy, Ha: 0.0189
SMILES: OC(O)CS

Atomic partial charges in e from the natural (NBO) method, atoms 1 to 4: number 1, O, carries -0.718; number 2, C, carries 0.365; number 3, O, carries -0.715; number 4, C, carries -0.545

***

[3]
Here is C2H6O2Si in the gas phase in a non-equilibrium geometry from the OMol25 dataset. Energies are from ωB97M-V/def2-TZVPD.

Cartesian coordinates (Å):
C -1.639 0.145 -0.245
Si 0.109 -0.426 0.150
O 0.188 -1.521 1.409
C 1.378 0.768 -0.360
O 1.243 -0.543 -1.037
H -1.874 -0.218 -1.288
H -2.342 -0.242 0.470
H -1.590 1.280 -0.228
H 0.898 -1.631 2.129
H 2.440 0.743 -0.021
H 1.188 1.646 -0.980

Summary:
E_HOMO, hartree: -0.34391
Lowest unoccupied orbital energy, Ha: 0.0178
SMILES: C[Si@]1(O)CO1

Atomic partial charges in e from the natural (NBO) method, atoms 1 to 4: number 1, C, carries -1.139; number 2, Si, carries 2.001; number 3, O, carries -1.113; number 4, C, carries -0.568

***

[4]
Here is a molecular structure, C2H6O2Sn in a non-equilibrium geometry from the OMol25 dataset. Energies are from ωB97M-V/def2-TZVPD.

Cartesian coordinates (Å):
C -1.448 0.402 0.129
C -0.193 -0.173 -0.469
O 0.897 -0.040 0.514
H -2.231 0.340 -0.637
H -1.784 -0.175 1.001
H -1.317 1.455 0.406
H 0.175 0.387 -1.333
H -0.270 -1.241 -0.703
H 0.701 -0.550 1.345
Sn 3.431 0.383 -0.358
O 2.039 -0.788 0.106

Summary:
2S+1: 2
Charge: +1
E_HOMO (spin up / spin down), hartree: -0.41414 / -0.56729
Lowest unoccupied orbital energy (spin up / spin down), Ha: -0.1831 / -0.1826

Atomic partial charges in e from the natural (NBO) method, atoms 1 to 4: number 1, C, carries -0.662; number 2, C, carries -0.082; number 3, O, carries -0.261; number 4, H, carries 0.270

***

[5]
Here is a molecular structure, C2H6O3 in a non-equilibrium geometry from the OMol25 dataset. Energies are from ωB97M-V/def2-TZVPD.

Cartesian coordinates (Å):
C 1.147 -0.509 -0.207
C 0.228 0.326 0.517
O 0.319 1.620 0.118
O -2.495 -0.113 0.365
O -1.317 -0.046 -0.357
H 1.117 -0.221 -1.218
H 2.160 -0.289 0.148
H 1.114 -1.615 -0.066
H 0.050 0.183 1.539
H 0.603 1.523 -0.889
H -2.926 -0.861 0.048

Summary:
E_HOMO, hartree: -0.32207
Lowest unoccupied orbital energy, Ha: 0.0318

Atomic partial charges in e from the natural (NBO) method, atoms 1 to 4: number 1, C, carries -0.674; number 2, C, carries 0.394; number 3, O, carries -0.643; number 4, O, carries -0.465

***

[6]
Here is 2 unconnected molecules or ions with the total composition C2H6O4PS in a non-equilibrium geometry from the OMol25 dataset. Energies are from ωB97M-V/def2-TZVPD.

Cartesian coordinates (Å):
C -1.805 0.846 -0.881
C 2.059 0.254 0.785
O -0.712 -0.426 1.130
O 3.611 -1.097 -0.907
O -3.076 -0.826 0.693
O -1.381 -1.746 -0.820
P 3.021 -1.273 0.431
S -1.745 -0.693 0.115
H -1.784 1.683 -0.196
H -2.728 0.827 -1.442
H -0.944 0.842 -1.533
H 0.984 -0.044 0.831
H 2.296 0.642 1.775
H 2.204 1.011 0.019

Summary:
Charge: -1
E_HOMO, hartree: -0.19251
Lowest unoccupied orbital energy, Ha: 0.1059

Atomic partial charges in e from the natural (NBO) method, atoms 1 to 4: number 1, C, carries -0.891; number 2, C, carries -1.120; number 3, O, carries -1.055; number 4, O, carries -1.018

***

[7]
Here is 2 unconnected molecules or ions with the total composition C2H6OP2 in a non-equilibrium geometry from the OMol25 dataset. Energies are from ωB97M-V/def2-TZVPD.

Cartesian coordinates (Å):
C 2.561 0.050 -1.585
C -1.873 0.243 1.512
O -0.488 0.181 1.206
P 1.854 -0.402 -0.086
P -0.198 0.257 -0.384
H 3.503 -0.308 -1.742
H 1.873 0.587 -2.323
H -2.152 1.249 2.034
H -2.172 -0.476 2.219
H -2.569 0.181 0.665
H -0.340 -1.563 -1.515

Summary:
E_HOMO (spin up / spin down), hartree: -0.30819 / -0.30821
Lowest unoccupied orbital energy (spin up / spin down), Ha: -0.0182 / -0.0182

Atomic partial charges in e from the natural (NBO) method, atoms 1 to 4: number 1, C, carries -0.800; number 2, C, carries -0.268; number 3, O, carries -0.817; number 4, P, carries 0.363

***

[8]
Here is a molecular structure, C2H6OP2S3 in a non-equilibrium geometry from the OMol25 dataset. Energies are from ωB97M-V/def2-TZVPD.

Cartesian coordinates (Å):
C -0.144 -0.023 1.242
C 1.893 -0.959 -0.810
O -0.299 0.487 -1.350
P 0.841 0.433 -0.303
P -1.831 -0.029 0.461
S 1.703 2.032 0.226
S -2.674 -1.559 -0.333
S -2.304 2.021 0.230
H -0.068 -0.911 1.759
H -0.206 0.782 1.950
H 2.904 -0.748 -0.485
H 1.635 -1.936 -0.297
H 1.843 -1.050 -1.844
H -3.293 1.459 -0.445

Summary:
E_HOMO (spin up / spin down), hartree: -0.31147 / -0.31146
Lowest unoccupied orbital energy (spin up / spin down), Ha: -0.0803 / -0.0803

Atomic partial charges in e from the natural (NBO) method, atoms 1 to 4: number 1, C, carries -1.066; number 2, C, carries -0.999; number 3, O, carries -1.135; number 4, P, carries 1.643